{"formula": "C7H8F4N4O4", "method": "ωB97M-V/def2-TZVPD", "total_charge": 0, "mol_weight_da": 288.2, "gap_ev": 10.070, "lumo_ev": 0.1, "symbols": ["O", "C", "O", "N", "C", "N", "C", "N", "F", "N", "H", "H", "H", "C", "C", "O", "C", "O", "C", "F", "F", "F", "H", "H", "H", "H", "H"], "xyz": [[-2.975809, 0.849643, -0.859053], [-2.017100, 0.937250, -0.143620], [-1.000598, 0.394281, 0.146123], [-2.148220, 2.310932, 0.750217], [-2.751068, 2.555204, 1.896798], [-2.617830, 3.820219, 2.334794], [-1.857873, 4.375156, 1.384124], [-1.445699, 5.655980, 1.383207], [-0.662995, 6.043271, 0.338836], [-1.558700, 3.499625, 0.422035], [-3.310978, 1.787922, 2.416656], [-1.650880, 6.356966, 2.072590], [-1.010896, 3.606331, -0.417276], [0.534185, -3.034122, 0.837003], [0.963628, -2.034249, -0.210289], [2.210640, -2.438403, -0.837155], [2.120821, -3.340656, -1.793000], [1.141826, -3.877760, -2.218850], [3.529482, -3.613222, -2.377287], [4.439425, -3.771129, -1.411374], [3.906450, -2.577871, -3.141611], [3.515702, -4.708040, -3.128353], [1.321682, -3.176210, 1.577894], [-0.357803, -2.661115, 1.338650], [0.302169, -3.999623, 0.388965], [1.176324, -1.063655, 0.225988], [0.204115, -1.896725, -0.976010]], "forces_ev_per_a": [[-0.291, 0.084, -0.088], [-0.893, -0.647, -1.191], [1.400, -0.641, 0.450], [-0.294, 1.608, 1.408], [-0.065, -0.244, -0.335], [0.510, 0.284, -0.494], [-0.359, -0.230, 0.407], [-0.195, -0.195, 0.196], [0.015, 0.037, -0.018], [0.016, -0.280, -0.156], [0.097, 0.138, -0.108], [0.088, 0.076, -0.083], [-0.022, -0.012, 0.034], [0.092, -0.080, -0.034], [-0.182, 0.124, 0.083], [-0.010, 0.001, 0.004], [0.156, -0.008, -0.076], [-0.068, 0.001, 0.046], [-0.199, 0.015, 0.072], [0.058, -0.021, -0.009], [0.055, 0.002, -0.023], [0.055, -0.005, -0.029], [-0.021, 0.034, 0.026], [-0.012, 0.013, 0.008], [-0.033, 0.019, -0.019], [0.065, -0.012, -0.012], [0.036, -0.061, -0.058]], "lowdin_charge": [0.083, -0.675, 0.082, 0.054, -0.099, 0.150, -0.351, 0.090, 0.015, 0.186, 0.148, 0.165, 0.187, -0.055, -0.195, 0.035, -0.413, 0.170, -0.551, 0.164, 0.162, 0.172, 0.082, 0.081, 0.078, 0.112, 0.121]}